Entry 1:
This record from the OMol25 dataset describes a structure of composition C44H38IrN4OS3. The level of theory is wB97M-V/def2-TZVPD.

Summary:
Net charge   +2
Kohn-Sham gap (alpha / beta)   7.13 / 7.63 eV
E_HOMO (alpha / beta)   -13.05 / -13.78 eV
DFT total energy   -89576.5646 eV
Spin multiplicity   2
⟨S²⟩   0.760

Last column: Löwdin spin population.
Positions of all 91 atoms, in Å:
Ir -0.22422 0.09645 0.50563  0.56
N 0.36912 -1.53029 0.52980  0.18
S 3.04221 0.39794 -0.56238  0.00
N 3.18377 2.03459 -0.78283  0.00
S 2.41288 2.97780 -1.71135  0.00
N 1.31286 3.91172 -1.06291  0.01
S 0.22809 3.28844 -0.06172  0.02
N 0.46280 1.87396 0.35570  0.06
C -1.34392 3.51882 -0.82590  0.00
C -1.44204 3.57542 -2.20806  0.00
C -2.70604 3.61168 -2.77807  0.00
C -3.83478 3.58889 -1.97098  0.00
C -3.71609 3.53408 -0.58705  0.00
C -2.46310 3.49701 -0.00092  0.00
C 0.23672 4.39174 1.31736  0.00
C 0.50340 3.86267 2.56905  0.00
C 0.50140 4.72005 3.66119  0.00
C 0.22782 6.06782 3.48368  0.00
C -0.04066 6.57851 2.21686  0.00
C -0.03865 5.73963 1.11718  0.00
C 1.68216 2.23510 -3.15579  0.00
C 1.00078 1.03042 -3.02917  0.00
C 0.33505 0.51896 -4.13245  0.00
C 0.34430 1.20825 -5.33717  0.00
C 1.00818 2.42321 -5.44224  0.00
C 1.67905 2.94938 -4.34950  0.00
C 3.59678 4.13072 -2.30422  0.00
C 4.57865 3.62490 -3.15130  0.00
C 5.56738 4.48322 -3.59358  0.00
C 5.57050 5.81198 -3.17890  0.00
C 4.58942 6.29001 -2.32358  0.00
C 3.58175 5.44708 -1.87496  0.00
C 4.15706 -0.25345 -1.77728  0.00
C 3.65002 -1.16961 -2.68538  0.00
C 4.48811 -1.65575 -3.67947  0.00
C 5.80390 -1.22389 -3.74778  0.00
C 6.29545 -0.29732 -2.83188  0.00
C 5.47128 0.19951 -1.83828  0.00
C 3.96309 0.30437 0.96650  0.00
C 4.87328 -0.71877 1.18070  0.00
C 5.53956 -0.76233 2.39601  0.00
C 5.28170 0.19082 3.37147  0.00
C 4.34609 1.19060 3.14557  0.00
C 3.67403 1.25461 1.93502  0.00
H -0.55606 3.60788 -2.82629  0.00
H -2.80721 3.66749 -3.85336  0.00
H -4.81715 3.62252 -2.42260  0.00
H -4.59970 3.52602 0.03596  0.00
H -2.36020 3.45256 1.07640  0.00
H 0.69554 2.80379 2.68251  0.00
H 0.70542 4.33192 4.64952  0.00
H 0.21776 6.73001 4.33878  0.00
H -0.25604 7.63039 2.09014  0.00
H -0.24807 6.12367 0.12651  0.00
H 0.94430 0.50699 -2.08394  0.00
H -0.19450 -0.42098 -4.04672  0.00
H -0.17238 0.80137 -6.19596  0.00
H 1.00452 2.96735 -6.37669  0.00
H 2.18395 3.90178 -4.43244  0.00
H 4.57361 2.58423 -3.45381  0.00
H 6.33674 4.11908 -4.26026  0.00
H 6.34882 6.47772 -3.52652  0.00
H 4.60324 7.32238 -2.00330  0.00
H 2.80630 5.80106 -1.21177  0.00
H 2.62783 -1.51339 -2.60796  0.00
H 4.11552 -2.38070 -4.39000  0.00
H 6.45693 -1.61427 -4.51669  0.00
H 7.32512 0.02871 -2.88871  0.00
H 5.83647 0.92834 -1.12589  0.00
H 5.05380 -1.47146 0.42727  0.00
H 6.26088 -1.54699 2.57795  0.00
H 5.81429 0.15436 4.31204  0.00
H 4.14016 1.92610 3.91122  0.00
H 2.95539 2.03898 1.74141  0.00
C -4.90855 -0.18974 -0.20937  0.01
C -4.04774 -0.15798 -1.30036  0.00
C -2.67865 -0.10059 -1.09745  0.01
C -2.17436 -0.07379 0.20372  -0.01
C -3.03796 -0.11200 1.29692  0.00
C -4.40883 -0.16325 1.08536  0.00
H -5.97735 -0.24014 -0.37117  0.00
H -4.44722 -0.18848 -2.30540  0.00
H -2.00263 -0.06505 -1.94284  0.00
H -2.64468 -0.09899 2.30550  0.00
H -5.08496 -0.19808 1.92892  0.00
C 0.99643 -3.83183 0.79228  0.00
C 1.39130 -2.43702 0.40257  0.05
O 2.51403 -2.11997 0.03251  0.11
H 1.80514 -4.51225 0.54079  0.00
H 0.07649 -4.12455 0.28744  0.00
H 0.80765 -3.86757 1.86576  0.00


Entry 2:
This record from the OMol25 dataset describes a structure of composition C44H38N11O7S2SbTi. The level of theory is wB97M-V/def2-TZVPD.

Summary:
Kohn-Sham gap (alpha / beta)   5.40 / 8.61 eV
E_HOMO (alpha / beta)   -5.40 / -8.70 eV
DFT total energy   -128293.2877 eV
Spin multiplicity   3
⟨S²⟩   2.021

Last column: Löwdin spin population.
Positions of all 104 atoms, in Å:
Ti 1.34356 1.74293 1.52474  1.40
C -1.07233 4.31241 2.80195  0.00
C 0.35641 4.23402 3.23948  0.00
C 0.99832 5.40867 3.60343  0.00
C 2.25419 5.37293 4.17357  0.00
C 2.78990 4.12857 4.46077  0.01
C 2.13237 2.99858 4.00901  0.02
N 0.96666 3.02442 3.33322  0.02
Sb 2.80381 1.04865 4.66365  0.03
C 1.00541 0.12882 3.95695  0.10
C 0.23221 -0.53296 4.89369  0.00
C -0.80245 -1.35623 4.47360  0.11
C -0.90041 -1.58334 3.10195  0.00
C -0.08525 -0.92350 2.20554  0.08
C -0.12168 -1.36127 0.76365  0.01
N 0.80685 0.04082 2.60702  0.04
C 3.83752 0.75326 2.80238  0.02
C 4.89212 -0.13047 2.70281  0.00
C 5.62152 -0.16722 1.52132  0.01
C 5.39774 0.84037 0.60732  0.00
C 4.40142 1.78499 0.82915  0.02
C 4.44068 3.06196 0.04502  0.00
N 3.50975 1.64490 1.84200  0.01
H -1.49095 5.27190 3.10029  0.00
H -1.64553 3.52507 3.27835  0.00
H -1.17473 4.22754 1.72117  0.00
H 0.49492 6.35060 3.43798  0.00
H 2.77655 6.28478 4.43234  0.00
H 3.70676 4.02037 5.02657  0.00
H 0.46374 -0.41369 5.94510  0.00
H -1.44856 -1.86440 5.17592  0.01
H -1.59867 -2.31594 2.71700  0.00
H 0.22849 -2.39521 0.70682  0.00
H 0.50858 -0.74496 0.12917  0.00
H -1.14650 -1.33878 0.38966  0.00
H 5.12010 -0.79336 3.52732  0.00
H 6.37643 -0.92393 1.35332  0.00
H 6.01293 0.94237 -0.27661  0.00
H 4.27760 2.87953 -1.01391  0.00
H 5.43905 3.49005 0.15089  0.00
H 3.71181 3.76813 0.42235  0.00
O -0.42277 3.87409 -0.53344  0.00
S 0.83148 4.47204 -0.13618  0.00
O 0.72779 5.85213 0.26685  0.00
O 1.56738 3.67337 0.88192  0.01
C 1.77829 4.42771 -1.65198  0.00
C 2.02112 5.65937 -2.24718  0.00
C 2.53474 5.72786 -3.53069  0.00
C 2.78243 4.56222 -4.23961  0.00
C 2.55306 3.33176 -3.65050  0.00
C 2.06206 3.25173 -2.35058  0.00
S 1.93800 1.53754 -1.80729  0.01
O 0.83708 0.96828 -2.55822  0.00
O 3.23642 0.98152 -2.10664  0.00
O 1.64665 1.47957 -0.34772  0.03
H 1.78069 6.54911 -1.68254  0.00
H 2.72550 6.69221 -3.98282  0.00
H 3.14916 4.61058 -5.25644  0.00
H 2.75147 2.40790 -4.17660  0.00
C 0.59315 -6.23957 -3.33730  0.00
N 1.34235 -5.76629 -2.18193  0.00
C 1.89162 -4.56308 -1.95472  0.00
N 2.34631 -4.49474 -0.72298  0.00
C 2.03332 -5.71591 -0.22276  0.00
N 1.41986 -6.51532 -1.06761  0.00
C -0.80849 -6.61771 -2.91973  0.00
C -1.14138 -7.95045 -2.73587  0.00
C -2.39360 -8.29979 -2.25301  0.00
C -3.31893 -7.32287 -1.94980  0.00
C -2.99555 -5.97713 -2.13717  0.00
C -1.73823 -5.62782 -2.61915  0.00
C -4.01348 -4.98228 -1.82577  0.00
N -5.24618 -5.22828 -1.53509  0.00
N -5.86734 -4.02751 -1.35879  0.00
C -4.98334 -3.10620 -1.55166  0.00
O -3.76340 -3.64076 -1.84366  0.00
C -5.22945 -1.66989 -1.48313  0.00
C -6.55823 -1.26462 -1.34216  0.00
C -6.86813 0.07417 -1.28394  0.00
C -5.86075 1.02310 -1.32644  0.00
C -4.53131 0.64403 -1.43624  0.00
C -3.47904 1.73122 -1.38095  0.00
N -2.56993 1.59822 -0.26056  0.00
C -1.25160 1.45290 -0.26857  0.00
N -0.80175 1.43844 0.98150  0.01
C -1.94669 1.52718 1.71452  0.01
N -3.03655 1.64500 1.00881  0.00
C -4.21018 -0.71280 -1.53419  0.00
H 1.10509 -7.10392 -3.75996  0.00
H 0.58806 -5.43740 -4.07370  0.00
H 1.96176 -3.78237 -2.69516  0.00
H 2.25633 -6.01612 0.78759  0.00
H -0.40864 -8.71758 -2.95332  0.00
H -2.64273 -9.34271 -2.10722  0.00
H -4.29808 -7.57252 -1.56606  0.00
H -1.48928 -4.58222 -2.76270  0.00
H -7.32906 -2.02050 -1.28709  0.00
H -7.90035 0.38880 -1.19938  0.00
H -6.10998 2.07465 -1.25113  0.00
H -3.97752 2.69110 -1.25907  0.00
H -2.86735 1.75492 -2.28289  0.00
H -0.68015 1.31813 -1.16953  0.00
H -1.96277 1.46073 2.78921  0.00
H -3.17934 -1.02451 -1.65749  0.00


Values of F_max, in order: 0.009, 0.047, all in hartree/bohr.
Values of relative energy (zero: lowest compared OMol25 entry of this formula, charge and spin), in order: 11.8, 24.4, all in kcal/mol.